Entry 1:
ORCA calculation (ωB97M-V/def2-TZVPD) on a structure of composition C32H50AlP2 in a non-equilibrium geometry.

XYZ file:
```
85
Properties=species:S:1:pos:R:3:forces:R:3:mulliken_charge:R:1
Al -0.1644 2.2394 -0.5388 -3.7387 -3.8787 -3.5769 -0.814
C -1.0467 0.6807 2.1999 -0.2204 1.9389 -1.0537 -0.113
C 0.1855 0.0577 2.2877 0.7943 0.1368 0.5891 1.084
C 0.5921 2.0616 1.2873 0.6303 -1.7043 1.2037 -0.170
C -0.8618 1.9164 1.4415 0.4077 -1.3707 3.0664 2.254
C 1.1884 0.8107 1.7072 -0.0555 1.7896 -0.9124 0.010
C -2.2748 0.2456 2.9036 -0.5240 -0.0311 0.1579 -1.843
H -2.2587 -0.8368 3.1071 -0.2485 0.2271 -0.2218 0.658
H -3.1533 0.4929 2.3005 -0.0280 -0.2757 0.1534 0.242
H -2.4040 0.7390 3.8813 0.0885 -0.0073 -0.2725 0.345
C -1.7810 3.1045 1.4159 -0.2405 0.9310 -0.2271 -1.324
H -2.6608 3.0290 2.0841 0.4587 -0.1747 -0.4362 0.348
H -2.1510 3.2660 0.3710 0.0339 0.2328 0.9165 0.016
H -1.2283 4.0209 1.7135 -0.2975 -0.4572 -0.0367 0.263
C 1.2284 3.2284 0.6261 -0.0125 0.1147 0.3284 -1.262
H 0.8661 4.1759 0.9920 0.2002 0.3996 0.3231 0.421
H 0.8728 3.2892 -0.5702 2.6315 2.5491 1.5186 0.108
H 2.2998 3.1016 0.6023 0.1448 0.3591 -0.0242 0.687
C 2.6301 0.4218 1.6809 0.0614 0.6239 0.0034 -1.656
H 2.7328 -0.6656 1.7889 0.2350 0.1680 -0.1725 0.310
H 3.1621 0.9354 2.5065 0.1121 -0.2629 -0.4140 0.422
H 3.0775 0.7240 0.7171 0.0871 -0.2713 0.5260 0.225
C 0.5461 -1.1392 3.1309 -1.1527 -1.0277 -3.2855 -0.974
H 1.1428 -0.9717 4.1727 -0.0399 -0.3546 1.1867 0.135
H 1.6101 -0.6426 3.5370 0.2059 0.3743 -0.2366 0.300
H -0.3535 -1.3903 3.7144 0.4830 0.1585 0.5818 0.598
C -1.3984 -0.8586 -1.4194 -0.7785 -0.2796 2.1689 0.090
C -1.5020 -1.7833 -0.4215 0.4520 2.2123 -1.5060 -0.353
C -0.7779 -3.0753 -0.4538 0.1180 -1.2182 0.2227 -0.764
C 0.6489 -3.2640 -1.0706 -0.4267 0.0553 0.1232 -1.199
C 1.6068 -2.1670 -0.7823 0.4915 1.7659 -0.2362 0.198
C 1.7818 -1.0886 -1.5816 -1.0512 -0.5332 1.4955 -0.312
C 0.9206 -0.8678 -2.7782 -0.4974 0.0752 -1.2102 -0.567
C -0.6716 -1.0556 -2.6859 0.7430 -0.1758 -1.5583 -1.393
H -1.4004 -3.7753 -1.0196 -0.1693 -0.2332 0.1927 0.490
H 0.5344 -3.4071 -2.1528 0.2265 -0.0688 0.2804 0.539
H -0.7488 -3.4384 0.5746 -0.0368 -0.2175 -0.0838 0.061
H -0.9637 -2.0369 -3.1040 0.2978 0.2678 0.1782 0.410
H -1.9621 0.0927 -1.3517 0.2583 -0.7133 0.2335 0.349
H -2.1525 -1.5741 0.4407 0.3144 -0.0947 -0.4057 0.542
H -1.0963 -0.3149 -3.3953 0.3491 -0.4469 0.2267 0.523
H 1.0363 0.1416 -3.2103 0.3435 -0.3136 0.4595 -0.014
H 2.4257 -0.2565 -1.2922 0.0901 -0.3314 0.0428 0.262
H 1.3493 -1.5455 -3.5455 -0.6579 0.2294 -0.0140 0.386
H 1.0729 -4.1795 -0.6229 -0.3593 0.0957 -0.4036 0.371
H 2.0846 -2.1978 0.2012 0.2425 -0.0289 -0.6152 0.371
P -4.0171 2.1409 -0.6984 -2.0821 0.4653 -0.1685 0.989
C -5.0863 3.2469 0.3525 0.2603 0.1853 0.5591 -1.440
H -6.1055 3.3474 -0.0648 0.5363 -0.1066 0.1043 0.415
H -4.6404 4.2470 0.4152 -0.0806 -0.1326 0.0716 0.413
H -5.1647 2.8488 1.3705 -0.0731 0.0970 -0.0714 0.336
C -4.3568 3.1719 -2.1832 0.4319 0.0649 -0.5427 -1.469
H -5.4335 3.2243 -2.4156 0.4108 -0.0617 0.1545 0.413
H -3.8175 2.7578 -3.0402 -0.1293 0.1823 -0.0707 0.365
H -3.9896 4.1913 -2.0012 -0.0081 -0.2379 -0.1368 0.382
C -5.4086 0.9558 -0.9467 0.0579 -0.6226 -0.1179 -1.372
H -6.3257 1.4594 -1.2895 0.3675 -0.0959 0.0881 0.435
H -5.6331 0.4441 -0.0036 0.0679 0.0271 -0.1300 0.350
H -5.1250 0.1950 -1.6767 -0.1027 -0.0610 0.0102 0.382
P 2.6581 3.1733 -2.0719 1.5029 1.1069 -1.1930 0.936
C 4.4100 3.4986 -1.5651 0.3506 -0.3936 0.3162 -1.464
H 4.9486 4.0600 -2.3474 -0.2438 -0.2220 0.2890 0.421
H 4.9337 2.5549 -1.3793 0.0780 0.1606 -0.0263 0.369
H 4.4397 4.0928 -0.6415 -0.0192 -0.1734 -0.1500 0.403
C 3.0014 2.9535 -3.8553 -0.0730 -0.4247 -0.3499 -1.429
H 3.6967 3.7280 -4.2136 -0.2136 -0.3210 0.0966 0.497
H 2.0611 3.0377 -4.4098 0.1294 -0.0776 -0.0109 0.378
H 3.4253 1.9633 -4.0385 -0.0275 0.0636 -0.1268 0.377
C 2.3479 4.9918 -2.2742 -0.5985 0.1405 0.2345 -1.368
H 3.0787 5.4271 -2.9797 -0.3350 -0.2533 0.3551 0.418
H 2.4349 5.5163 -1.3160 -0.0638 -0.0445 -0.1183 0.391
H 1.3370 5.1474 -2.6620 0.0757 0.1538 -0.0108 0.359
C 0.9936 -2.3571 2.3993 0.2259 -2.1505 1.3832 -0.126
C 1.2165 -3.5595 2.2559 -0.5474 1.5646 0.5063 -0.060
C 1.3834 -4.9902 2.1034 0.2370 -0.5896 -0.3938 0.456
C 2.6123 -5.5241 1.6354 -0.3475 0.2497 0.4180 -0.147
C 2.7780 -6.9068 1.5212 -0.2983 0.3228 0.1890 -0.636
C 1.7242 -7.7688 1.8509 0.0706 0.4041 0.0912 -0.373
C 0.5134 -7.2581 2.3333 0.2827 0.2991 0.0159 -0.677
C 0.3308 -5.8822 2.4499 0.4422 0.6227 0.0951 -0.205
H 3.4423 -4.8320 1.4441 -0.3770 -0.3951 -0.0766 0.397
H 3.7490 -7.3010 1.2274 -0.2915 0.0351 -0.0558 0.395
H 1.8641 -8.8420 1.7714 -0.0240 0.1278 0.0193 0.395
H -0.2694 -7.9272 2.6818 0.1128 0.0901 -0.2394 0.408
H -0.5918 -5.4687 2.8728 0.3294 -0.2333 -0.2834 0.424
```
Positions in Å, forces in eV/Å.

* net charge: +1
* orbital gap: 6.0 eV
* energy: -59153.59921 eV

Entry 2:
ORCA calculation (ωB97M-V/def2-TZVPD) on a structure of composition C32H50BN8O2OsS4Sb in a non-equilibrium geometry.

XYZ file:
```
99
Properties=species:S:1:pos:R:3:forces:R:3:mulliken_charge:R:1
Os 0.4742 1.1169 -0.8240 -0.2041 0.4803 0.4122 0.863
C -2.6399 5.4667 -0.3881 -0.0012 -0.0097 0.0345 -1.510
C -1.7156 5.1444 0.7830 0.0273 0.1109 0.0129 1.149
C -1.9445 6.1736 1.8858 0.0052 -0.0068 0.0099 -2.184
C -0.2421 5.1599 0.3863 -0.0232 -0.0140 0.0254 -1.490
N -2.0579 3.7761 1.3200 0.0096 0.0630 -0.1159 0.487
C -2.4806 3.5356 2.6108 0.0547 0.0280 -0.1002 -0.359
C -2.7185 2.2134 2.7173 0.0311 -0.0988 -0.1058 -1.223
N -2.4467 1.6336 1.4990 0.0070 0.1734 -0.0457 0.187
B -2.6579 0.1115 1.3328 -0.0132 -0.2779 -0.0389 0.772
N -3.0330 -0.2976 -0.1264 0.0264 0.0690 0.1725 0.890
C -4.3438 -0.1964 -0.5211 -0.0258 0.0420 0.0176 -1.349
C -4.4146 -0.5260 -1.8277 0.0530 0.0114 -0.0214 -0.515
N -3.1377 -0.8356 -2.2429 -0.0149 -0.0410 0.0394 0.674
C -2.3108 -0.6829 -1.1871 -0.0300 0.2774 -0.1077 -0.912
S -0.5758 -0.9402 -1.1747 -0.3013 0.1992 -0.0175 0.266
C -2.7867 -1.2483 -3.6482 0.0086 -0.0338 -0.1200 1.045
C -4.0505 -1.2237 -4.5023 -0.0207 0.0375 0.0215 -2.274
C -1.7838 -0.2480 -4.2227 -0.0132 -0.0123 0.0270 -1.132
C -2.2414 -2.6728 -3.6169 0.0132 0.0317 0.0181 -1.102
N -1.4919 -0.7346 1.9254 -0.0738 0.1269 -0.0343 0.273
C -1.8005 -1.9459 2.5092 -0.0850 0.1172 -0.0758 -1.255
C -0.6885 -2.4285 3.0877 0.3234 0.1230 -0.1042 -0.668
N 0.3336 -1.5234 2.8460 -0.3140 0.3133 0.0390 0.875
C -0.1898 -0.4764 2.1466 -0.0562 -0.8337 0.2944 0.131
S 0.6588 0.9550 1.6938 0.0107 0.3172 -0.6897 -0.421
C 1.6870 -1.6272 3.4989 0.2454 -0.0947 0.0166 1.360
C 2.8094 -1.3588 2.4965 -0.0527 -0.1974 -0.2038 -1.402
C 1.7334 -0.6372 4.6590 -0.0589 -0.0020 -0.0233 -1.728
C 1.8474 -3.0516 4.0295 -0.0227 -0.0315 0.0114 -2.190
C -2.0328 2.6012 0.6591 -0.1932 -0.2273 0.5523 0.297
S -1.5882 2.3258 -1.0029 0.7566 -0.3008 -0.1304 -0.396
H -2.4293 6.4798 -0.7301 -0.0028 -0.0170 -0.0100 0.482
H -3.6843 5.4256 -0.0756 0.0029 -0.0039 -0.0129 0.403
H -2.4911 4.7921 -1.2277 -0.0092 0.0142 -0.0353 0.313
H -1.6958 7.1522 1.4789 -0.0048 -0.0012 0.0039 0.449
H -1.2982 6.0051 2.7478 0.0028 0.0056 -0.0031 0.488
H -2.9855 6.2081 2.2083 0.0017 0.0018 0.0003 0.527
H 0.0347 6.1738 0.0970 -0.0053 -0.0176 -0.0099 0.537
H -0.0349 4.4975 -0.4492 0.0215 0.0136 -0.0055 0.253
H 0.3817 4.8675 1.2336 0.0110 0.0058 -0.0099 0.372
H -2.5950 4.3124 3.3404 0.0029 0.0240 -0.0120 0.584
H -3.0805 1.6384 3.5506 -0.0022 -0.0175 -0.0030 0.669
H -3.6189 -0.1679 1.9952 0.0194 0.0454 -0.0384 -0.191
H -5.1177 0.1012 0.1634 -0.0104 -0.0317 0.0137 0.681
H -5.2643 -0.5622 -2.4802 -0.0030 -0.0317 -0.0063 0.648
H -4.4818 -0.2244 -4.5649 -0.0126 0.0122 -0.0113 0.513
H -4.8040 -1.9270 -4.1471 0.0051 -0.0001 -0.0028 0.526
H -3.7740 -1.5237 -5.5115 -0.0002 -0.0083 0.0105 0.453
H -2.1205 0.7762 -4.0592 -0.0285 0.0229 -0.0385 0.324
H -1.6953 -0.4098 -5.2968 0.0209 -0.0085 0.0192 0.598
H -0.8005 -0.3593 -3.7749 0.0117 -0.0129 -0.0085 -0.045
H -2.9865 -3.3626 -3.2174 0.0158 0.0039 0.0047 0.402
H -1.3357 -2.7377 -3.0168 -0.0007 -0.0495 -0.0098 -0.154
H -2.0021 -2.9848 -4.6339 0.0174 0.0015 0.0219 0.501
H -2.7988 -2.3454 2.4836 0.0051 0.0068 -0.0086 0.711
H -0.5478 -3.3297 3.6526 0.0171 0.0168 -0.0390 0.649
H 2.9056 -0.3098 2.2445 0.0096 0.0640 0.0457 0.319
H 2.6517 -1.9194 1.5696 -0.0103 0.0685 0.1102 0.088
H 3.7536 -1.6920 2.9285 -0.0281 0.0492 0.0542 0.594
H 1.6206 0.3869 4.3047 0.0140 0.0308 0.0212 0.269
H 2.6944 -0.7185 5.1675 -0.0129 -0.0030 -0.0157 0.478
H 0.9442 -0.8545 5.3797 0.0005 0.0225 0.0261 0.411
H 1.6913 -3.7997 3.2483 0.0389 0.0425 0.0133 0.428
H 1.1766 -3.2635 4.8617 -0.0009 0.0028 0.0164 0.523
H 2.8643 -3.1630 4.4011 -0.0124 0.0087 0.0040 0.475
O 0.9440 1.9924 -3.4310 0.0623 0.1577 0.2878 -0.553
C 1.4269 2.8801 -2.7281 -0.0057 -0.0753 -0.5221 0.035
O 1.4217 2.8502 -1.4376 -0.1551 -0.2124 0.4110 -0.572
H 1.8986 3.7659 -3.1683 -0.0070 0.0018 0.0344 0.427
N 1.9252 -0.7169 -3.2512 0.1029 0.2070 0.1873 0.095
C 2.7300 -0.5124 -2.1946 0.1298 -0.5822 -0.6070 -0.098
N 2.4274 0.3004 -1.2073 -0.4723 0.4269 0.1928 0.877
C 3.5451 0.5220 -0.3774 0.0679 0.0241 0.2640 -0.701
C 3.6780 1.5186 0.5811 -0.0300 -0.0361 -0.0864 -0.512
C 4.8521 1.5795 1.3100 0.0794 -0.0016 0.0416 -0.784
C 5.8888 0.6701 1.0945 -0.0549 0.0638 0.0297 -0.730
C 5.7882 -0.2911 0.1043 -0.0802 0.0161 -0.0434 -0.474
C 4.6142 -0.3335 -0.6338 -0.0737 -0.0407 -0.1059 0.946
S 4.2736 -1.3045 -2.0506 -0.2134 0.1374 -0.0048 -0.180
H 2.3017 -1.2243 -4.0359 -0.0065 -0.0631 0.0088 0.366
H 1.3302 0.0810 -3.4828 0.0656 -0.1320 -0.0402 -0.104
H 2.8968 2.2512 0.7228 0.0332 0.0407 0.0364 0.505
H 4.9734 2.3575 2.0516 0.0034 -0.0036 0.0038 0.471
H 6.7960 0.7394 1.6786 -0.0060 0.0085 0.0045 0.443
H 6.6100 -0.9618 -0.1071 -0.0153 -0.0085 -0.0051 0.471
C 2.8577 -4.5740 0.2918 -0.4369 -0.6528 -0.3754 -1.334
Sb 1.2677 -3.4431 -0.5539 0.7165 1.8196 0.7270 0.900
C 1.4083 -3.9342 -2.6043 -0.1120 -0.7169 0.0974 -1.211
C -0.4674 -4.4956 0.0156 0.1716 -0.6168 -0.2183 -1.179
H 2.5991 -5.6173 0.1055 0.4304 -0.1182 0.2075 0.501
H 2.9486 -4.3844 1.3571 -0.0198 -0.0147 0.0212 0.345
H 3.7852 -4.3120 -0.2118 0.0340 -0.0439 -0.0089 0.381
H 1.0761 -4.9692 -2.6917 0.0980 0.0171 -0.3971 0.563
H 2.4434 -3.8445 -2.9272 0.0189 -0.0540 -0.0497 0.394
H 0.7718 -3.2779 -3.1885 -0.0227 -0.0031 -0.0424 0.174
H -0.2880 -5.5438 -0.2270 -0.3680 -0.0598 0.0996 0.581
H -1.3103 -4.1101 -0.5541 -0.0918 -0.0615 -0.0192 0.229
H -0.6605 -4.3780 1.0776 0.0151 -0.0236 0.0161 0.294
```
Positions in Å, forces in eV/Å.

* net charge: +2
* spin multiplicity: 5
* relative energy (zero: lowest compared OMol25 entry of this formula, charge and spin): 0.0 kJ/mol
* orbital gap (spin up / spin down): 6.5 / 4.5 eV
* energy: -103025.01803 eV
* ⟨S²⟩: 6.029